Formula: C60H37Cl4N10O2SSeV
Source: OMol25
Level of theory: ωB97M-V with the def2-TZVPD basis set

ORCA input file:
```
! wB97M-V def2-TZVPD RIJCOSX def2/J DEFGRID3
* xyz -1 4
V 0.02 -0.15 0.10
Cl 7.54 -0.90 5.64
C 6.16 -0.72 4.60
C 5.50 0.49 4.55
C 4.40 0.62 3.73
C 3.95 -0.44 2.96
C 4.64 -1.65 3.02
C 5.75 -1.80 3.84
C 2.77 -0.31 2.08
C 1.53 -0.64 2.60
C 1.33 -1.10 3.94
C 0.00 -1.32 4.10
C -0.63 -0.98 2.86
C -2.00 -0.96 2.65
C -2.86 -1.65 3.64
C -3.21 -2.97 3.38
C -3.98 -3.69 4.27
C -4.42 -3.08 5.43
Cl -5.38 -3.98 6.56
C -4.09 -1.76 5.71
C -3.31 -1.05 4.81
C -2.60 -0.48 1.47
N -1.93 -0.17 0.32
C -2.87 0.11 -0.62
C -2.69 0.26 -2.02
C -3.96 0.32 -2.79
C -4.63 1.53 -2.92
C -5.80 1.62 -3.67
C -6.28 0.48 -4.29
Cl -7.72 0.59 -5.26
C -5.63 -0.74 -4.17
C -4.48 -0.81 -3.41
C -1.54 0.27 -2.77
C -1.63 0.27 -4.20
C -0.53 0.12 -4.96
C 0.85 0.14 -3.06
N -0.23 0.49 -2.20
C 2.17 0.24 -2.70
C 2.73 0.31 -1.40
C 4.11 0.47 -1.15
C 4.29 0.32 0.20
C 3.01 0.04 0.74
N 2.06 0.06 -0.23
C 3.12 0.31 -3.85
C 3.48 -0.80 -4.60
C 4.30 -0.67 -5.71
C 4.76 0.59 -6.06
Cl 5.76 0.77 -7.47
C 4.44 1.70 -5.31
C 3.62 1.55 -4.21
C -4.16 0.01 -0.04
C -4.00 -0.37 1.26
N 0.32 -0.58 1.95
H 5.84 1.32 5.16
H 3.86 1.56 3.69
H 4.30 -2.48 2.41
H 6.27 -2.74 3.89
H 2.11 -1.22 4.67
H -0.52 -1.67 4.97
H -2.86 -3.44 2.47
H -4.24 -4.72 4.06
H -4.44 -1.31 6.62
H -3.05 -0.03 5.02
H -4.24 2.42 -2.45
H -6.31 2.56 -3.77
H -6.02 -1.61 -4.67
H -3.96 -1.75 -3.31
H -2.60 0.33 -4.67
H -0.52 0.06 -6.04
H 4.86 0.67 -1.90
H 5.21 0.37 0.75
H 3.11 -1.78 -4.32
H 4.57 -1.52 -6.30
H 4.82 2.68 -5.58
H 3.37 2.42 -3.62
H -5.09 0.19 -0.55
H -4.76 -0.56 2.00
N 5.00 5.90 -2.90
C 3.76 5.32 -2.91
C 3.41 4.40 -1.91
C 2.24 3.67 -2.00
C 1.36 3.88 -3.05
C 1.67 4.83 -4.01
C 2.85 5.55 -3.95
S -0.04 2.80 -3.49
O -1.20 3.66 -3.64
O 0.69 0.01 -4.42
N -0.12 1.91 -1.99
C -0.29 2.50 -0.79
N -0.52 3.80 -0.82
C -0.63 4.43 0.34
C -0.52 3.76 1.55
C -0.27 2.40 1.48
N -0.15 1.74 0.32
H 5.52 5.88 -2.04
H 5.17 6.68 -3.51
H 4.09 4.22 -1.10
H 2.04 2.93 -1.25
H 0.98 5.00 -4.83
H 3.09 6.27 -4.71
H -0.82 5.49 0.27
H -0.60 4.26 2.49
H -0.16 1.80 2.37
Se 1.66 -2.49 -1.16
N 0.06 -2.00 -0.51
C -0.85 -2.93 -0.91
C -2.18 -3.04 -0.49
C -2.98 -4.03 -1.00
C -2.50 -4.94 -1.95
C -1.19 -4.90 -2.34
C -0.33 -3.92 -1.81
N 0.99 -3.87 -2.05
H -2.57 -2.38 0.27
H -4.01 -4.09 -0.68
H -3.16 -5.70 -2.35
H -0.78 -5.60 -3.05
*
```

Output
- HOMO-LUMO gap (alpha / beta): 0.18273 / 0.18601 Eh
- Energy: -8591.16015 Ha
- Relative energy (zero: lowest compared OMol25 entry of this formula, charge and spin): 3.083 eV